{"formula": "C3H8IN2", "method": "the ωB97M-V functional and the def2-TZVPD basis", "lumo_energy_ha": [-0.1419, -0.2966], "charge": 1, "multiplicity": 3, "homo_energy_ev": [-10.6410, -13.8974], "de_lowest_kcal_mol": 27.8, "symbols": ["C", "C", "C", "N", "N", "I", "H", "H", "H", "H", "H", "H", "H", "H"], "coordinates": [[1.1354, -0.6345, -0.0395], [-0.3678, 1.7456, 0.2789], [-0.3941, 0.4510, -0.4559], [0.9885, -1.8953, 0.0807], [-1.4441, -0.3692, -0.1421], [3.1547, 0.2002, -0.0709], [-0.5370, 1.5453, 1.2751], [0.5177, 2.1884, 0.0611], [-0.9942, 2.4667, -0.1190], [-0.2409, 0.6477, -1.5573], [1.6302, -2.5817, 0.2549], [0.0351, -2.2668, 0.2122], [-1.7465, -1.2270, -0.5312], [-1.7371, -0.2705, 0.7529]], "atomic_forces_ev_per_a": [[2.164, 6.094, 0.346], [-0.116, -2.338, -0.646], [-0.098, -0.360, -2.739], [-4.708, -3.742, -0.295], [2.024, 0.818, -1.729], [-2.104, -0.407, -0.175], [-0.162, 0.221, 2.419], [3.222, 1.102, 0.125], [-2.173, 0.917, -0.824], [-0.029, -0.943, 0.994], [2.446, -1.476, 0.322], [0.927, 0.319, 0.013], [0.027, -0.654, -1.272], [-1.419, 0.448, 3.461]], "nbo_charge": [0.01, -0.64, 0.06, -0.88, -0.55, 0.37, 0.22, 0.25, 0.26, 0.26, 0.43, 0.40, 0.42, 0.39]}